Record 1
Molecular formula: C32H53F6N3O8
Method: DFT, ωB97M-V/def2-TZVPD

Geometry as ORCA input:
```
! wB97M-V def2-TZVPD RIJCOSX def2/J DEFGRID3
* xyz 0 1
C 9.411 -1.909 1.768
C 7.930 -2.304 1.222
C 7.161 -0.963 0.714
C 6.017 -0.620 1.829
C 5.125 0.614 1.269
C 4.036 -0.037 0.237
C 2.536 -0.087 0.885
C 1.614 -0.819 -0.253
C 0.123 -0.206 -0.353
C -0.874 -0.734 0.833
O -0.289 -1.490 1.933
C -0.126 -2.853 1.663
N 0.000 -4.038 1.435
C -1.230 0.649 1.633
O -0.091 1.518 1.973
C -1.808 0.486 3.168
C -0.802 1.075 4.279
C 0.408 0.137 4.800
N -0.997 2.294 4.774
C -2.282 1.233 0.526
O -2.701 2.432 0.410
N -2.670 0.123 -0.383
C -2.293 -1.235 0.202
C -2.385 -2.486 -0.769
C -1.088 -3.021 -1.526
C -1.225 -4.625 -1.793
O -0.527 -4.898 -3.062
C -3.547 -1.477 1.204
C -3.376 -2.677 2.259
C -4.943 -1.836 0.415
C -6.253 -1.540 1.313
H 9.777 -2.751 2.451
H 9.292 -0.952 2.398
H 10.157 -1.697 0.915
H 8.046 -3.024 0.337
H 7.309 -2.748 2.074
H 7.876 -0.065 0.628
H 6.700 -1.136 -0.333
H 6.487 -0.376 2.849
H 5.320 -1.536 1.885
H 5.841 1.294 0.670
H 4.638 1.225 2.115
H 4.412 -1.067 -0.086
H 3.964 0.708 -0.644
H 2.206 1.013 0.950
H 2.504 -0.645 1.882
H 1.661 -1.958 -0.175
H 2.131 -0.549 -1.257
H -0.282 -0.478 -1.406
H 0.246 0.926 -0.397
H -0.438 2.431 1.833
H -2.745 1.172 3.195
H -2.172 -0.566 3.405
H 0.627 0.404 5.889
H 0.049 -0.954 4.690
H 1.307 0.330 4.119
H -1.843 2.716 4.328
H -3.591 0.197 -0.826
H -3.131 -2.190 -1.612
H -2.866 -3.438 -0.309
H -0.075 -2.808 -1.062
H -1.086 -2.553 -2.589
H -0.767 -5.247 -0.949
H -2.339 -4.880 -1.993
H 0.131 -5.617 -2.934
H -3.846 -0.548 1.823
H -3.330 -3.727 1.782
H -4.328 -2.693 2.924
H -2.491 -2.595 2.972
H -4.903 -2.990 0.294
H -4.983 -1.417 -0.646
H -7.097 -1.006 0.758
H -6.692 -2.561 1.650
H -5.961 -1.013 2.305
C 2.726 3.483 -5.666
C 3.757 2.393 -5.890
O 4.824 2.502 -4.935
C 4.586 1.970 -3.717
O 3.555 1.431 -3.403
C 5.816 2.109 -2.824
F 6.370 3.339 -2.890
F 6.790 1.237 -3.165
F 5.544 1.886 -1.523
H 3.200 4.468 -5.679
H 1.955 3.450 -6.439
H 2.243 3.375 -4.692
H 4.206 2.512 -6.878
H 3.305 1.398 -5.857
C -5.066 3.519 -0.504
C -6.351 3.376 0.289
O -7.479 3.818 -0.484
C -7.975 2.927 -1.368
O -7.530 1.819 -1.537
C -9.195 3.505 -2.080
F -9.001 4.778 -2.489
F -10.283 3.524 -1.279
F -9.540 2.803 -3.177
H -4.950 4.546 -0.864
H -4.198 3.256 0.112
H -5.073 2.872 -1.385
H -6.306 4.015 1.174
H -6.497 2.350 0.638
*
```

Summary:
SMILES string: [H]/N=C(/C)C[C@]1(O)C(=O)N[C@](CCCO)([C@H](C)CC)[C@]1(CCCCCCCCC)OC#N.CCOC(=O)C(F)(F)F.CCOC(=O)C(F)(F)F
Highest occupied orbital energy (eV): -9.98
Total energy (Eh): -2616.2285
Gap between HOMO and LUMO (eV): 10.357
Strongest force on any atom (eV/Å): 6.3

Mulliken atomic charge list, values in e, 4 entries: number 1, C, carries -0.99; number 2, C, carries -0.49; number 3, C, carries -0.41; number 4, C, carries -0.76

Record 2
Molecular formula: C32H53N4O21
Method: DFT, ωB97M-V/def2-TZVPD

Geometry as ORCA input:
```
! wB97M-V def2-TZVPD RIJCOSX def2/J DEFGRID3
* xyz 1 1
N 2.664 -4.444 -2.129
C 3.915 -3.710 -2.080
C 3.875 -2.511 -1.131
C 2.586 -1.670 -1.324
N 3.106 -0.303 -1.689
C 4.372 -0.470 -2.123
N 4.959 0.324 -3.058
N 4.943 -1.561 -1.575
H 2.318 -4.516 -3.069
H 1.945 -4.060 -1.541
H 4.723 -4.365 -1.749
H 4.222 -3.338 -3.057
H 4.046 -2.770 -0.092
H 1.983 -1.994 -2.162
H 2.001 -1.573 -0.417
H 2.574 0.126 -2.445
H 5.449 1.178 -2.832
H 4.883 0.051 -4.020
H 5.763 -1.445 -0.996
C -2.674 -1.916 -0.173
C -1.491 -1.564 -1.018
C -1.753 -0.667 -2.204
O -0.669 -1.042 -3.096
C -0.348 -2.317 -2.820
O 0.386 -2.989 -3.488
O -0.937 -2.735 -1.695
H -2.401 -2.644 0.585
H -3.047 -1.024 0.325
H -3.475 -2.352 -0.774
H -0.699 -1.152 -0.387
H -1.716 0.394 -1.974
H -2.696 -0.897 -2.704
C 0.309 -4.019 5.475
C -0.672 -3.037 4.895
C -1.844 -3.634 4.152
O -2.180 -2.579 3.232
C -1.056 -1.875 2.991
O -0.948 -1.052 2.138
O -0.072 -2.238 3.844
H 1.164 -3.504 5.896
H -0.157 -4.609 6.262
H 0.681 -4.692 4.700
H -1.024 -2.346 5.667
H -2.694 -3.870 4.785
H -1.561 -4.516 3.574
C 4.609 5.173 0.671
C 5.411 4.077 0.024
C 6.901 4.314 -0.067
O 7.254 3.520 -1.217
C 6.173 3.459 -2.013
O 6.182 3.049 -3.136
O 5.080 3.931 -1.379
H 3.543 4.962 0.600
H 4.876 5.263 1.723
H 4.789 6.128 0.177
H 5.205 3.116 0.507
H 7.454 3.984 0.808
H 7.145 5.355 -0.284
C 3.480 -1.138 10.444
C 3.292 -2.144 9.340
C 1.964 -2.087 8.620
O 1.819 -3.439 8.155
C 2.506 -4.241 9.018
O 2.440 -5.421 9.026
O 3.261 -3.490 9.853
H 4.416 -1.318 10.970
H 3.499 -0.128 10.036
H 2.673 -1.210 11.174
H 4.118 -2.086 8.625
H 1.949 -1.393 7.782
H 1.135 -1.864 9.295
C -2.468 5.699 -0.113
C -2.037 4.269 0.076
C -2.005 3.433 -1.182
O -2.206 2.102 -0.649
C -2.924 2.232 0.498
O -3.425 1.331 1.082
O -2.990 3.529 0.867
H -2.564 6.200 0.849
H -1.738 6.237 -0.716
H -3.438 5.747 -0.610
H -1.076 4.226 0.598
H -1.061 3.491 -1.719
H -2.823 3.658 -1.863
C -6.155 8.392 -3.372
C -6.023 6.956 -3.801
C -6.731 5.942 -2.931
O -5.940 4.761 -3.154
C -4.693 5.161 -3.470
O -3.750 4.436 -3.538
O -4.657 6.491 -3.690
H -5.533 9.035 -3.992
H -7.191 8.718 -3.464
H -5.834 8.520 -2.338
H -6.320 6.840 -4.846
H -7.765 5.765 -3.212
H -6.677 6.196 -1.870
C -1.539 -4.875 -5.568
C -3.004 -4.666 -5.843
C -3.929 -4.921 -4.675
O -5.152 -5.271 -5.335
C -4.828 -5.810 -6.540
O -5.587 -6.364 -7.257
O -3.508 -5.620 -6.796
H -0.959 -4.770 -6.484
H -1.178 -4.147 -4.847
H -1.356 -5.877 -5.179
H -3.175 -3.668 -6.258
H -4.078 -4.054 -4.036
H -3.606 -5.771 -4.070
*
```

Summary:
Highest occupied orbital energy (eV): -11.76
Total energy (Eh): -3050.1068
Gap between HOMO and LUMO (eV): 8.316
Strongest force on any atom (eV/Å): 2.7

Mulliken atomic charge list, values in e, 4 entries: number 1, N, carries -0.59; number 2, C, carries -0.72; number 3, C, carries 0.07; number 4, C, carries -0.50

Record 3
Molecular formula: C32H54BI3O11P2
Method: DFT, ωB97M-V/def2-TZVPD

Geometry as ORCA input:
```
! wB97M-V def2-TZVPD RIJCOSX def2/J DEFGRID3
* xyz 0 1
C 7.788 -3.623 -0.496
C 7.713 -3.187 -1.961
C 8.865 -2.240 -2.380
C 9.021 -0.995 -1.498
C 8.048 0.188 -1.802
C 7.244 0.105 -3.112
C 6.774 1.560 -3.482
C 5.294 1.656 -3.917
C 4.411 2.399 -2.891
C 4.219 1.469 -1.671
C 2.944 1.744 -0.800
C 1.944 0.600 -0.974
C 1.979 -0.539 -0.162
C 2.902 -0.811 1.001
I 4.941 -1.218 0.398
C 2.732 0.260 2.160
C 1.766 -0.327 3.216
I 4.614 0.556 3.161
C 1.065 -1.539 -0.424
C 0.136 -1.471 -1.405
C 0.056 -0.324 -2.193
C 0.966 0.694 -1.969
C 0.867 1.937 -2.831
C -1.021 -0.279 -3.226
O -1.238 0.657 -3.981
C -1.950 -1.467 -3.357
B -3.133 -1.384 -4.434
C -4.592 -1.110 -3.868
O -2.870 -1.526 -5.756
C -1.822 -2.560 -2.616
I -3.069 -4.274 -2.800
C -0.766 -2.674 -1.567
O -0.597 -3.663 -0.881
H 6.964 -4.320 -0.307
H 8.711 -4.162 -0.261
H 7.696 -2.795 0.211
H 7.880 -4.100 -2.549
H 6.728 -2.803 -2.243
H 9.776 -2.838 -2.232
H 8.827 -2.024 -3.449
H 8.926 -1.248 -0.440
H 10.044 -0.627 -1.627
H 7.353 0.396 -0.982
H 8.671 1.087 -1.892
H 7.838 -0.231 -3.963
H 6.341 -0.502 -3.005
H 6.918 2.197 -2.603
H 7.447 1.923 -4.263
H 4.869 0.680 -4.171
H 5.256 2.260 -4.834
H 4.924 3.303 -2.549
H 3.483 2.645 -3.407
H 4.146 0.449 -2.058
H 5.099 1.476 -1.027
H 3.280 1.794 0.236
H 2.486 2.708 -1.011
H 2.578 -1.746 1.454
H 2.271 1.176 1.803
H 0.764 -0.293 2.767
H 2.051 -1.328 3.532
H 1.735 0.387 4.041
H 1.110 -2.437 0.184
H -0.067 2.446 -2.560
H 1.672 2.646 -2.688
H 0.773 1.705 -3.891
H -4.870 -1.832 -3.095
H -5.358 -1.196 -4.649
H -4.645 -0.125 -3.390
H -3.722 -1.603 -6.203
C -3.848 2.255 -0.887
O -4.638 1.640 0.136
P -4.044 1.465 1.607
O -2.834 2.243 1.877
O -3.918 -0.094 1.806
C -3.099 -0.807 0.879
O -5.277 1.762 2.543
C -5.802 3.094 2.554
H -3.526 1.495 -1.601
H -4.468 2.985 -1.404
H -2.975 2.762 -0.480
H -2.233 -0.213 0.577
H -3.693 -1.069 0.001
H -2.753 -1.720 1.356
H -6.691 3.134 1.926
H -5.069 3.817 2.196
H -6.074 3.345 3.576
C -9.448 1.644 7.197
O -8.718 0.474 6.819
P -8.931 -0.168 5.370
O -9.640 0.692 4.420
O -9.592 -1.575 5.648
C -10.831 -1.604 6.354
O -7.484 -0.614 4.949
C -6.510 0.413 4.717
H -10.208 1.375 7.930
H -8.752 2.348 7.651
H -9.923 2.123 6.342
H -11.461 -0.753 6.088
H -10.637 -1.601 7.427
H -11.349 -2.523 6.090
H -5.871 0.504 5.596
H -6.981 1.373 4.508
H -5.908 0.123 3.870
*
```

Summary:
Highest occupied orbital energy (eV): -8.49
Total energy (Eh): -3680.2305
Gap between HOMO and LUMO (eV): 7.021
Strongest force on any atom (eV/Å): 1.7

Mulliken atomic charge list, values in e, 4 entries: number 1, C, carries -1.14; number 2, C, carries -0.16; number 3, C, carries -0.74; number 4, C, carries -0.83

Record 4
Molecular formula: C32H54Br12F15Fe2O10
Method: DFT, ωB97M-V/def2-TZVPD

Geometry as ORCA input:
```
! wB97M-V def2-TZVPD RIJCOSX def2/J DEFGRID3
* xyz -1 9
Fe 2.581 1.591 -2.100
Fe 1.265 2.150 1.029
C 1.909 3.089 3.582
O 1.828 1.718 3.040
O 1.227 3.688 2.541
C 1.395 3.258 5.073
F 1.273 4.514 5.515
F 0.246 2.620 5.368
F 2.311 2.718 5.847
C 2.661 0.782 3.731
C 2.809 -0.417 2.788
H 2.920 -0.050 1.768
H 3.735 -0.899 3.098
H 1.949 -1.083 2.866
H 2.286 0.445 4.697
H 3.693 1.104 3.870
H 2.964 3.352 3.500
C 4.264 3.152 -0.552
O 4.486 2.555 -1.877
O 3.105 2.478 -0.171
C 5.620 3.215 0.386
F 5.222 2.866 1.622
F 6.608 2.319 0.053
F 6.127 4.398 0.505
C 5.256 3.331 -2.737
C 6.162 2.412 -3.570
H 6.576 1.510 -3.120
H 5.459 2.079 -4.334
H 6.949 2.838 -4.193
H 6.054 3.935 -2.305
H 4.568 3.786 -3.450
H 3.945 4.183 -0.702
C 3.119 -0.651 -3.634
O 3.685 -0.275 -2.403
O 2.522 0.541 -4.066
C 4.058 -1.506 -4.580
F 5.326 -1.058 -4.562
F 3.967 -2.820 -4.367
F 3.764 -1.418 -5.927
C 4.169 -1.305 -1.537
C 4.804 -0.647 -0.334
H 5.762 -0.213 -0.617
H 4.216 0.024 0.291
H 5.265 -1.457 0.231
H 5.041 -1.824 -1.936
H 3.389 -2.029 -1.306
H 2.308 -1.333 -3.378
C -0.944 0.709 -6.452
O -1.025 1.433 -5.265
O 0.458 0.784 -6.750
C -1.575 -0.692 -6.383
F -1.196 -1.447 -7.463
F -1.268 -1.349 -5.281
F -2.944 -0.739 -6.436
C -2.338 1.472 -4.669
C -2.278 2.621 -3.592
H -1.878 3.599 -3.859
H -3.272 2.948 -3.288
H -1.616 2.458 -2.742
H -2.598 0.535 -4.176
H -3.200 1.566 -5.330
H -1.478 1.341 -7.162
C -0.349 0.401 -0.487
O -0.339 0.811 0.932
O 0.740 1.160 -0.970
C -0.491 -1.079 -0.788
F -1.810 -1.515 -0.758
F 0.002 -1.403 -1.994
F 0.063 -1.846 0.139
C -1.570 0.495 1.633
C -1.424 1.000 3.052
H -0.521 0.737 3.604
H -1.424 2.085 2.954
H -2.336 0.840 3.628
H -1.690 -0.582 1.752
H -2.511 0.886 1.246
H -1.304 0.770 -0.860
Br -4.625 -0.569 7.646
C -4.953 0.161 5.895
C -5.789 -0.826 5.019
Br -6.366 -0.102 3.179
H -3.983 0.477 5.513
H -5.653 0.997 5.919
H -6.646 -1.188 5.586
H -5.289 -1.741 4.703
Br -4.888 0.888 -0.757
C -5.285 2.617 0.087
C -4.276 3.741 -0.296
Br -2.471 3.483 0.545
H -5.307 2.505 1.171
H -6.199 2.995 -0.373
H -4.694 4.664 0.104
H -4.160 3.810 -1.378
Br -0.483 -7.127 2.551
C -0.589 -5.969 0.912
C -1.736 -4.838 1.066
Br -3.442 -5.772 0.930
H -0.861 -6.610 0.074
H 0.362 -5.472 0.720
H -1.775 -4.149 0.222
H -1.776 -4.407 2.066
Br -0.470 -0.562 6.170
C -1.106 0.264 7.856
C 0.066 1.046 8.470
Br -0.439 1.816 10.250
H -1.506 -0.577 8.421
H -1.840 1.052 7.685
H 0.223 1.952 7.884
H 0.966 0.458 8.651
Br -0.202 -4.477 -2.055
C -0.429 -4.305 -4.025
C 0.876 -3.883 -4.572
Br 0.957 -3.995 -6.572
H -1.224 -3.591 -4.239
H -0.555 -5.305 -4.441
H 1.743 -4.442 -4.219
H 1.129 -2.861 -4.291
Br -3.829 -3.191 -2.963
C -4.912 -2.762 -1.330
C -6.078 -3.709 -1.205
Br -7.184 -3.002 0.354
H -5.197 -1.711 -1.380
H -4.335 -2.942 -0.423
H -5.817 -4.723 -0.903
H -6.684 -3.781 -2.108
*
```

Summary:
Highest occupied orbital energy (eV): -3.03
Total energy (Eh): -36917.6184
Gap between HOMO and LUMO (eV): 4.333
Strongest force on any atom (eV/Å): 5.8

Mulliken atomic charge list, values in e, 4 entries: number 1, Fe, carries 0.55; number 2, Fe, carries 0.76; number 3, C, carries 0.42; number 4, O, carries 0.68